ORCA calculation (ωB97M-V with the def2-TZVPD basis set) on 2 unconnected molecules or ions with the total composition C9H12Br4N2O4PS at a distorted geometry.

Geometry as XYZ:
```
33
Properties=species:S:1:pos:R:3:forces:R:3:mulliken_charge:R:1
O 1.35040 -3.37950 3.07567 -0.51 1.40 -0.47 -0.588
P 1.85564 -2.34525 2.16289 2.82 -2.79 0.83 0.997
O 3.14322 -1.52238 2.80593 -2.48 -0.02 -1.92 -0.498
O 2.49248 -3.14894 0.85193 -1.43 2.21 0.84 -0.500
C 0.60537 -1.04917 1.67177 -2.87 1.40 0.96 0.518
C -0.58658 -0.82744 2.50824 -0.26 1.21 -1.28 -0.182
Br -0.98589 -1.75773 4.13259 0.58 0.45 -1.13 -0.043
C -1.55950 0.22843 2.08888 2.02 -1.64 0.00 0.375
S -3.01843 0.65421 3.00482 0.42 0.31 -0.94 -0.111
C -1.18345 0.92524 0.82772 -1.44 -0.18 1.55 -0.122
Br -2.42247 2.31313 0.26464 1.34 -0.99 0.37 -0.032
N -0.08851 0.67976 0.12496 -1.73 0.35 1.16 -0.570
N 0.71908 -0.23528 0.56997 1.97 -2.12 0.46 0.761
C 1.96337 -0.40480 -0.26626 0.74 3.49 -1.78 -0.795
C 2.26844 1.08624 -0.90856 0.46 1.64 1.39 0.222
C 2.77486 2.16457 0.16568 -0.73 -3.50 -3.32 -0.368
O 3.65965 1.49733 -0.88303 -2.63 0.03 1.71 -0.399
H 3.04175 -0.60733 2.46955 0.72 -0.25 0.55 0.368
H 1.74163 -3.60780 0.42722 0.50 -0.21 0.12 0.354
H -3.16303 -0.25902 4.01990 0.87 0.12 -0.81 0.171
H 1.81647 -1.09272 -1.12361 0.02 0.08 0.97 0.326
H 2.87715 -0.56656 0.34168 -0.85 -0.48 -0.36 0.383
H 1.58473 1.45100 -1.74449 1.37 -0.77 0.99 0.201
H 2.67752 1.60045 1.11454 0.93 1.26 -0.11 0.131
H 2.60261 3.24034 -0.00516 0.14 -0.85 0.39 0.331
Br -3.73874 -0.53864 -1.68686 0.01 -0.03 0.01 -0.125
C -3.74900 0.66902 -3.21756 -0.09 -0.19 0.01 -0.593
C -2.45232 0.59862 -3.98108 0.05 0.19 -0.14 -0.547
Br -1.03332 1.56681 -3.05920 0.03 -0.12 -0.12 -0.129
H -3.96909 1.66346 -2.83538 0.08 -0.06 -0.06 0.354
H -4.57788 0.33190 -3.83882 0.08 0.00 0.01 0.357
H -2.54894 1.09027 -4.94835 -0.04 -0.01 0.07 0.347
H -2.09723 -0.41818 -4.13023 -0.08 0.06 0.06 0.405
```
Forces are in eV/Å.

Properties
energy: -11795.88982 Ha
charge: +1
E_HOMO: -12.89 eV
lowest unoccupied orbital energy: -5.4437 eV

ORCA calculation (ωB97M-V with the def2-TZVPD basis set) on 7 unconnected molecules or ions with the total composition C30H53FO12S6 at a distorted geometry.

Geometry as XYZ:
```
102
Properties=species:S:1:pos:R:3:forces:R:3:mulliken_charge:R:1
F 24.49000 9.84700 10.17300 -0.80 -0.85 -1.68 -0.349
C 24.04100 9.33000 8.94300 0.59 -2.26 1.14 0.232
C 23.93700 10.18600 7.88100 0.49 -0.08 1.59 -0.446
C 23.61000 9.77800 6.63800 -1.46 -3.28 -1.26 -0.352
C 23.32900 8.39500 6.47300 -0.81 0.28 -2.44 -0.365
C 23.46500 7.47200 7.56000 -0.09 5.05 -2.68 -0.835
C 23.81500 7.88800 8.78300 1.29 3.14 1.63 -0.701
H 24.13400 11.20000 7.97300 0.46 1.86 0.72 1.047
H 23.42600 10.50500 5.87000 0.15 0.09 -0.42 0.494
H 22.91900 8.04200 5.36300 1.25 0.71 3.23 0.160
H 23.26000 6.54800 7.30300 -0.80 -4.75 -0.64 0.616
H 24.04900 7.14000 9.51600 -0.13 0.23 0.71 0.452
C 26.63700 12.90300 4.70700 -0.82 1.03 -2.50 1.191
C 26.53700 12.19500 3.32300 4.64 3.60 0.05 -1.070
C 25.28400 11.65800 3.19400 -4.41 -2.80 -5.17 -0.299
S 24.23500 12.99200 3.52900 3.42 2.92 -2.76 1.188
O 23.15800 12.52800 4.25200 -4.80 -1.64 2.41 -0.645
O 24.13900 13.76200 2.32600 -0.72 0.59 -0.23 -0.779
C 25.29800 13.80800 4.70300 3.77 -0.63 -1.99 0.112
H 27.53900 13.41400 4.50700 0.91 1.50 0.73 -0.267
H 26.82200 12.28100 5.57300 -0.59 -0.40 0.06 -0.676
H 27.23900 11.46800 3.20300 2.41 -2.11 0.04 0.482
H 26.88600 12.94500 2.35300 -1.51 -1.63 2.91 0.239
H 24.77900 10.95600 3.83300 1.13 -1.16 0.67 0.127
H 25.27500 11.24000 2.03300 -1.09 1.09 2.87 0.317
H 24.90100 13.67500 5.60900 -1.99 -0.14 3.43 -0.238
H 25.52300 14.86200 4.53000 -0.24 -0.20 -0.48 0.304
C 28.73400 16.37500 6.62800 0.09 -4.15 -2.43 0.209
C 27.56800 16.52900 7.52700 0.94 -2.84 3.87 -0.085
C 26.43400 17.14400 6.87900 -3.08 -1.69 -0.05 -0.045
S 27.05700 18.07400 5.57800 0.90 3.26 -0.60 1.187
O 27.20200 19.48400 5.95100 -0.51 -1.04 -0.24 -0.759
O 26.40300 17.74000 4.33200 -0.14 -0.07 0.30 -0.646
C 28.75600 17.37300 5.57400 -3.64 0.02 -2.54 -0.818
H 28.75400 15.30500 6.08100 -0.37 2.06 1.33 -0.605
H 29.63500 16.37500 7.13100 1.76 0.00 1.35 0.575
H 27.84600 16.90100 8.49400 0.36 1.26 0.34 0.473
H 27.37600 15.48200 7.89200 -0.54 0.73 -0.56 -0.309
H 25.45800 17.31100 7.38300 1.13 1.49 0.39 0.538
H 25.98700 16.29700 6.41100 -0.16 -0.91 -1.51 -0.396
H 29.35100 18.19000 5.85700 1.10 1.17 -0.77 0.491
H 28.54700 16.97400 4.52300 2.09 0.60 1.08 0.256
C 28.37700 8.60600 4.45000 1.27 3.01 1.62 -0.906
C 27.04500 8.52900 5.15400 -1.82 3.53 -1.64 0.489
C 27.11800 7.54000 6.17500 -2.22 -3.15 3.30 -0.363
S 28.67600 7.68900 6.90400 2.17 -1.16 -2.79 1.126
O 29.27800 6.40800 6.94200 0.56 -1.80 0.45 -0.793
O 28.61400 8.47500 8.04400 -0.37 2.60 3.59 -0.542
C 29.51400 8.58300 5.60300 -0.70 1.35 -1.91 -0.220
H 28.63600 9.52700 3.84200 -0.91 -1.30 0.31 0.177
H 28.36100 7.71800 3.95400 1.10 -2.36 -2.14 0.529
H 26.09800 8.38900 4.56800 1.12 0.17 -0.09 0.530
H 26.92500 9.50800 5.63400 -0.38 0.06 0.16 -0.530
H 27.09700 6.43800 5.86100 -0.32 1.59 0.17 0.373
H 26.34200 7.73700 7.04300 1.40 -0.68 -1.74 -0.166
H 30.35100 8.05300 5.09700 -0.33 0.20 1.20 0.441
H 29.82500 9.65000 5.92700 -0.65 -1.83 -0.53 -0.112
C 27.79500 11.93500 8.23400 -1.65 0.56 -2.71 0.865
C 27.86100 11.86600 9.73800 -4.23 -5.51 -0.40 -0.427
C 28.74400 12.85200 10.26600 -0.63 2.51 -3.07 -1.011
S 29.97700 13.01700 9.02000 -2.44 0.92 -2.13 1.065
O 31.18600 12.50800 9.44800 4.32 -1.22 1.37 -0.739
O 29.80900 14.35200 8.51200 0.53 0.76 0.00 -0.579
C 29.28200 11.98900 7.73200 -0.41 -2.64 0.70 0.445
H 27.15800 12.83700 7.88800 1.08 -1.27 0.27 -0.334
H 27.34900 10.97500 7.81800 0.20 1.33 0.45 -0.308
H 28.14800 10.69600 9.78000 0.20 2.61 1.06 0.170
H 26.81000 11.85400 10.30000 2.01 0.22 -1.48 0.115
H 28.96700 12.57400 11.18300 2.20 -0.82 4.33 0.620
H 28.30200 13.85300 10.23800 -0.21 -0.18 0.28 0.385
H 29.66200 10.90300 7.77100 -0.35 1.46 0.88 0.198
H 29.59400 12.18100 6.69300 -0.69 1.16 0.45 -0.517
C 33.46200 13.62600 3.80700 -4.43 -4.43 3.81 -0.928
C 32.80900 14.46700 4.98100 6.74 1.62 -0.21 -0.832
C 31.69900 13.81900 5.44200 -4.90 -0.38 4.10 -0.069
S 30.82200 13.45400 3.91700 -1.58 4.68 1.87 1.227
O 30.05900 14.65500 3.53900 1.08 -1.41 -0.32 -0.708
O 30.10700 12.27700 4.18400 -1.69 -3.15 -0.28 -0.546
C 32.23400 13.22500 2.91700 1.52 -4.73 3.08 -0.875
H 34.02600 12.69800 4.16400 -0.90 1.32 -0.37 0.257
H 34.05700 14.25400 3.41600 4.54 4.08 -3.63 0.558
H 32.54000 15.39300 4.56300 -0.49 1.43 -0.82 0.415
H 33.54100 14.81300 5.81100 -0.79 -1.05 -1.33 0.385
H 31.18000 14.54400 6.38300 0.63 -2.53 -3.11 -0.264
H 31.88400 12.81100 5.80400 0.17 -0.05 0.57 0.501
H 32.07200 13.64900 2.04200 -0.37 2.70 -3.92 0.552
H 32.19400 12.09100 2.65100 0.32 1.80 0.71 0.294
C 21.27100 12.74700 9.00100 -0.85 -2.39 -3.24 -0.086
C 21.96500 12.99500 10.32500 -5.23 -3.29 3.29 -0.679
C 23.28700 13.38400 10.17400 0.31 7.22 1.55 -0.387
S 23.21800 14.43900 8.70400 -1.89 1.56 1.73 1.101
O 24.26400 14.13900 7.80800 1.93 -0.46 -1.47 -0.360
O 23.01400 15.76400 9.23000 0.40 0.31 -0.28 -0.791
C 21.64800 13.90000 7.98800 -2.94 1.56 1.64 -0.747
H 20.14700 12.50700 9.02700 1.67 0.82 0.27 0.412
H 21.67000 11.79800 8.40300 -0.44 1.51 1.82 -0.149
H 21.88000 12.08300 11.06600 0.19 1.19 -1.71 0.274
H 21.46800 13.71700 10.96400 -0.72 0.52 -0.52 0.345
H 23.86900 12.64000 10.11600 4.82 -5.55 -1.21 0.126
H 23.62800 13.99300 11.11400 -0.36 -0.67 -2.10 0.338
H 21.80700 13.67300 6.95400 0.26 -0.76 -0.40 0.405
H 20.72800 14.72900 7.94500 2.95 -1.66 0.59 0.244
```
Forces are in eV/Å.

Properties
energy: -4566.26095 Ha
ΔE to the lowest compared entry with this formula, charge and spin: 0.0 kcal per mole
charge: 0
E_HOMO: -9.64 eV
lowest unoccupied orbital energy: 0.0565 eV

ORCA calculation (ωB97M-V with the def2-TZVPD basis set) on a single C5H8BrI molecule at a distorted geometry.

Geometry as XYZ:
```
15
Properties=species:S:1:pos:R:3:forces:R:3:mulliken_charge:R:1
C -0.19637 -1.27950 2.03739 -1.77 2.02 -0.63 -0.464
C 0.25425 -0.95791 0.81679 -0.16 2.29 -0.82 0.080
C 1.30228 0.95487 -0.84449 2.39 -3.26 0.69 -1.417
C -1.05522 0.42183 -0.96060 -0.94 0.29 -0.42 -1.284
C 0.07464 0.61669 -0.08824 -0.13 -2.78 3.80 0.181
Br 0.96654 -2.30051 -0.34908 0.00 0.12 0.33 -0.176
I -2.81451 -0.06139 0.02365 -1.07 -0.12 0.10 0.081
H -0.26568 -2.28852 2.42104 0.41 -0.01 -0.07 0.294
H -0.90643 -0.51110 2.55029 1.80 -1.24 -0.71 0.217
H 1.54635 0.12466 -1.62626 -0.42 1.32 1.48 0.280
H 2.13976 0.98864 -0.10698 -0.32 -0.10 -0.72 0.298
H 1.34451 1.84278 -1.36640 -0.55 2.15 -1.00 0.507
H -1.18005 1.35530 -1.42800 -0.71 1.30 -0.75 0.518
H -0.87588 -0.24948 -1.73067 0.21 -1.64 -1.30 0.528
H -0.33419 1.34364 0.65157 1.26 -0.36 0.02 0.357
```
Forces are in eV/Å.

Properties
energy: -3066.94249 Ha
ΔE to the lowest compared entry with this formula, charge and spin: 20.6 kcal per mole
charge: 0
E_HOMO: -9.09 eV
lowest unoccupied orbital energy: 0.5446 eV

ORCA calculation (ωB97M-V with the def2-TZVPD basis set) on a molecular structure, C33H36BFO2 at a distorted geometry.

Geometry as XYZ:
```
73
Properties=species:S:1:pos:R:3:forces:R:3:mulliken_charge:R:1
C 3.30758 3.83366 0.29966 -0.01 0.34 -0.15 -1.840
C 2.32938 3.06633 1.14765 -0.34 0.10 -0.13 1.227
C 2.51177 3.40801 2.65024 -0.03 0.06 -0.12 -1.648
C 0.79402 3.09658 0.65207 0.37 0.11 -0.42 1.769
C -0.07168 4.12332 1.35580 0.08 0.02 0.13 -1.835
C 0.65759 3.21296 -0.86876 0.09 0.06 -0.07 -1.749
O 0.29681 1.79167 1.06771 1.06 0.32 0.71 -0.734
B 1.43452 1.21300 1.60598 0.19 -0.97 -1.21 1.862
C 1.43001 0.25537 2.79943 -0.23 -1.16 -0.24 0.219
C 2.64016 -0.32868 3.22342 -0.62 0.29 0.45 -0.314
C 2.67667 -0.99426 4.44421 -0.09 -0.08 -0.06 -0.816
C 1.49024 -1.14232 5.17656 -0.03 0.26 0.02 -0.387
C 0.25459 -0.73312 4.65248 0.14 -0.19 0.10 -0.792
C 0.21727 -0.08193 3.42613 0.74 0.24 0.24 -0.494
C 1.09884 -1.41559 -0.86778 -0.53 -1.30 0.59 -0.327
C 1.12996 -1.89326 0.55978 -0.17 0.23 1.12 -0.532
C 2.23222 -0.87550 -1.51700 1.35 0.37 -1.07 1.759
C 2.10639 -0.18086 -2.76681 0.02 -0.37 0.39 -0.611
C 3.22336 0.11960 -3.54333 0.58 0.08 0.17 -0.924
C 4.51877 -0.14402 -3.05283 -0.37 -0.49 -0.03 -0.488
C 4.66329 -0.68860 -1.76400 0.10 0.07 -0.03 -0.983
C 3.55394 -1.05480 -1.01265 -0.51 0.27 -0.38 -0.271
O 2.64713 1.65863 1.04242 -1.18 0.16 0.72 -0.639
H 3.09319 4.90446 0.37348 0.09 -0.03 -0.09 0.326
H 4.32195 3.65587 0.66660 -0.11 0.03 0.00 0.481
H 3.26545 3.52899 -0.74939 -0.02 0.01 0.18 0.370
H 2.43127 4.48016 2.86498 -0.04 -0.19 -0.10 0.353
H 1.80566 2.85998 3.29756 0.13 0.28 -0.27 0.230
H 3.51224 3.05579 2.93828 -0.21 0.19 -0.12 0.463
H 0.30082 5.14089 1.18243 -0.11 -0.16 0.05 0.317
H -1.09749 4.04128 0.97703 0.21 0.09 0.09 0.454
H -0.08257 3.90925 2.43124 -0.05 0.20 -0.22 0.351
H 0.98595 4.20932 -1.19613 -0.02 -0.25 0.01 0.344
H 1.23322 2.44612 -1.40940 -0.06 0.22 0.30 0.181
H -0.39390 3.10624 -1.16694 0.19 -0.03 0.23 0.489
H 3.51258 -0.27561 2.57080 -0.07 0.35 0.39 0.347
H 3.63344 -1.37258 4.81982 -0.48 0.02 -0.04 0.394
H 1.53288 -1.55635 6.18063 -0.04 -0.12 -0.20 0.391
H -0.67739 -0.89550 5.20151 0.40 -0.11 -0.12 0.389
H -0.72090 0.16720 2.93154 0.15 0.27 0.34 0.433
H 0.16420 -0.96806 -1.21642 -0.03 -0.58 0.02 0.555
H 0.28615 -1.43656 1.09511 -0.17 -0.53 -0.23 -0.029
H 1.10105 -3.00251 0.74167 -0.02 1.13 -0.17 -0.008
H 1.94820 -1.48212 1.17723 0.02 -0.43 -0.78 -0.202
H 1.11055 0.13975 -3.09481 0.32 -0.42 -0.02 0.464
H 3.12233 0.56372 -4.54481 -0.11 -0.17 0.59 0.402
H 5.40409 -0.01296 -3.69279 -0.51 0.20 0.41 0.394
H 5.66403 -0.83157 -1.33834 -0.40 0.03 -0.24 0.399
H 3.65044 -1.42829 0.00385 0.22 -0.14 -0.29 0.343
F -3.76463 -3.46743 -0.21176 0.91 -0.61 0.00 -0.329
C -2.56112 -4.13263 -0.12097 0.01 0.27 0.02 0.116
C -2.40665 -5.09730 0.87558 0.41 0.22 0.12 -0.601
C -1.13589 -5.67698 1.04964 -0.49 0.03 -0.19 -0.611
C -0.07639 -5.30721 0.22809 -0.18 0.44 -0.50 -0.347
C -0.25242 -4.35220 -0.81945 -0.72 -0.27 1.42 0.519
C 0.92292 -3.92434 -1.53505 0.54 1.93 0.25 -0.803
C 1.02073 -3.78375 -2.93590 0.09 0.24 -1.49 1.047
C 2.31668 -3.61482 -3.51134 -0.66 0.06 0.37 -0.446
C 2.46059 -3.45146 -4.87453 -0.57 0.06 -0.45 -0.522
C 1.31274 -3.38783 -5.68901 0.22 0.28 -0.01 -0.480
C 0.02640 -3.50842 -5.14065 0.30 -0.03 -0.02 -0.837
C -0.12538 -3.73914 -3.78279 0.60 0.14 0.16 -0.408
C -1.52753 -3.74601 -0.97173 0.15 -0.53 0.48 -0.506
H -3.22181 -5.30327 1.57191 0.19 -0.02 -0.38 0.420
H -0.98708 -6.43704 1.82806 -0.08 0.46 -0.32 0.365
H 0.91395 -5.74856 0.37944 -0.38 0.17 -0.10 0.411
H 1.88264 -3.99534 -1.01947 -0.31 -0.29 -0.02 0.520
H 3.18341 -3.55505 -2.84611 -0.26 -0.22 -0.23 0.263
H 3.45902 -3.35398 -5.30865 -0.38 0.06 0.09 0.382
H 1.42315 -3.14991 -6.74826 -0.02 -0.26 0.24 0.355
H -0.86604 -3.41238 -5.77000 0.45 -0.07 0.17 0.391
H -1.12229 -3.81305 -3.34825 0.39 -0.18 -0.30 0.492
H -1.67215 -2.93082 -1.67610 -0.06 -0.16 0.26 0.526
```
Forces are in eV/Å.

Properties
energy: -1554.26701 Ha
charge: 0
E_HOMO: -6.35 eV
lowest unoccupied orbital energy: -1.0272 eV